Record 1
Molecular formula: C5H5N2
Method: DFT, ωB97M-V/def2-TZVPD

Summary:
Electronic energy, Ha: -302.58847
Total charge: +1
Relative energy (zero: lowest compared OMol25 entry of this formula, charge and spin), kJ/mol: 250.3
Structure (SMILES): CC1=C=C=[NH+]C=N1

Last column: Löwdin charge in e.
Geometry (Å):
C  2.058  0.618  -0.025  0.011
C  0.650  0.249  0.227  -0.281
C  -0.276  1.200  0.187  0.209
C  -1.645  0.972  -0.030  0.149
N  -2.127  -0.243  -0.050  0.108
C  -1.234  -1.225  0.126  -0.100
N  0.010  -0.963  0.257  0.195
H  2.760  -0.020  0.485  0.099
H  2.206  1.682  0.069  0.096
H  2.270  0.611  -1.123  0.131
H  -3.106  -0.621  -0.151  0.214
H  -1.566  -2.260  0.028  0.170

***

Record 2
Molecular formula: C5H5N2
Method: DFT, ωB97M-V/def2-TZVPD

Summary:
Electronic energy, Ha: -302.54305
Total charge: +1
Relative energy (zero: lowest compared OMol25 entry of this formula, charge and spin), kJ/mol: 369.6

Last column: Löwdin charge in e.
Geometry (Å):
C  2.111  -1.723  -0.096  0.241
C  0.985  -1.281  0.047  -0.074
C  1.423  1.518  -0.105  -0.062
C  -2.654  -0.835  0.264  0.165
C  -0.195  -0.620  0.277  -0.071
N  0.371  1.246  0.476  0.124
N  -1.426  -0.688  0.333  0.101
H  3.026  -2.252  -0.196  0.074
H  2.049  0.692  -0.453  0.063
H  1.617  2.634  -0.203  0.138
H  -3.265  -0.591  1.162  0.144
H  -2.951  -1.038  -0.816  0.157

***

Record 3
Molecular formula: C5H5N2
Method: DFT, ωB97M-V/def2-TZVPD

Summary:
Electronic energy, Ha: -302.47254
Total charge: +1
Relative energy (zero: lowest compared OMol25 entry of this formula, charge and spin), kJ/mol: 554.7

Last column: Löwdin charge in e.
Geometry (Å):
C  -1.029  -0.837  1.609  -0.096
C  0.577  2.252  1.688  0.131
C  -0.288  -0.036  0.617  -0.275
C  -0.250  1.573  2.463  0.204
C  0.112  -0.359  -0.712  -0.021
N  -1.301  -0.448  2.769  0.335
N  -0.010  1.116  1.144  -0.018
H  -1.237  -1.788  1.066  0.191
H  1.296  3.085  1.332  0.179
H  1.019  0.273  -1.013  0.131
H  0.668  -1.383  -0.841  0.146
H  -0.704  -0.313  -1.402  0.092

***

Record 4
Molecular formula: C5H5N2OS
Method: DFT, ωB97M-V/def2-TZVPD

Summary:
Electronic energy, Ha: -776.15271
Total charge: +1
Relative energy (zero: lowest compared OMol25 entry of this formula, charge and spin), kJ/mol: 0.0

Last column: Löwdin charge in e.
Geometry (Å):
C  0.873  -1.358  1.978  0.037
C  0.174  -2.155  1.149  -0.042
C  0.888  -0.011  1.383  -0.282
C  0.050  -0.255  0.095  -0.223
C  -0.009  1.939  -0.865  -0.425
N  -0.315  -1.478  0.012  0.161
N  -0.320  0.660  -0.861  0.101
O  1.397  1.017  1.726  0.166
S  -0.511  3.108  -1.959  1.029
H  1.369  -1.609  2.894  0.125
H  -0.049  -3.203  1.232  0.126
H  0.634  2.296  -0.061  0.108
H  -0.905  0.253  -1.598  0.182
H  -1.240  2.313  -2.767  -0.062

***

Record 5
Molecular formula: C5H5N3
Method: DFT, ωB97M-V/def2-TZVPD

Summary:
Electronic energy, Ha: -357.64716
Total charge: 0
Relative energy (zero: lowest compared OMol25 entry of this formula, charge and spin), kJ/mol: 329.4
Structure (SMILES): C#Cc1ncnn1C

Last column: Löwdin charge in e.
Geometry (Å):
C  2.756  -0.446  -0.196  0.166
C  1.535  -0.586  0.176  -0.065
C  0.227  -0.465  0.238  -0.451
N  -0.624  -1.468  0.093  0.130
C  -1.878  -0.817  -0.163  -0.147
N  -1.735  0.475  -0.026  0.089
N  -0.427  0.664  0.000  -0.168
C  0.202  1.952  0.048  -0.021
H  3.778  -0.792  -0.496  0.056
H  -2.697  -1.461  -0.439  0.098
H  -0.335  2.940  -0.405  0.155
H  0.754  1.957  0.980  0.089
H  0.954  1.831  -0.726  0.068

***

Record 6
Molecular formula: C5H5N3
Method: DFT, ωB97M-V/def2-TZVPD

Summary:
Electronic energy, Ha: -357.66548
Total charge: 0
Relative energy (zero: lowest compared OMol25 entry of this formula, charge and spin), kJ/mol: 281.3
Structure (SMILES): N#CC1(C#N)CCN1

Last column: Löwdin charge in e.
Geometry (Å):
N  -1.836  -2.339  0.032  0.197
C  -0.893  -1.702  0.134  -0.171
C  0.137  -0.761  0.139  -0.441
C  1.472  -1.262  0.261  -0.165
N  2.582  -1.450  -0.002  0.190
C  0.070  0.416  -0.954  -0.090
C  -0.397  1.388  0.121  -0.238
N  0.033  0.411  1.132  -0.007
H  -0.807  0.414  -1.768  0.161
H  1.196  0.498  -1.158  0.131
H  0.190  2.368  0.027  0.127
H  -1.535  1.491  -0.155  0.132
H  -0.212  0.527  2.192  0.174

***

Record 7
Molecular formula: C5H5N3P
Method: DFT, ωB97M-V/def2-TZVPD

Summary:
Electronic energy, Ha: -698.70878
Total charge: +1
Relative energy (zero: lowest compared OMol25 entry of this formula, charge and spin), kJ/mol: 2.7

Last column: Löwdin charge in e.
Geometry (Å):
C  2.779  2.259  0.063  -0.301
C  2.793  0.301  -1.889  -0.318
C  3.777  0.000  0.908  -0.314
C  -0.540  0.768  -0.135  -0.152
C  0.356  -0.331  0.150  -0.089
N  3.135  3.325  0.299  0.202
N  3.026  0.262  -3.032  0.223
N  4.380  -0.123  1.855  0.206
P  2.459  0.489  -0.198  1.029
H  -0.514  1.544  0.666  0.116
H  -0.529  1.157  -1.184  0.118
H  -1.573  0.535  -0.056  0.096
H  0.397  -1.209  -0.578  0.127
H  0.341  -0.786  1.067  0.058

***

Record 8
Molecular formula: C5H5N5
Method: DFT, ωB97M-V/def2-TZVPD

Summary:
Electronic energy, Ha: -467.32177
Total charge: 0
Relative energy (zero: lowest compared OMol25 entry of this formula, charge and spin), kJ/mol: 106.6
Structure (SMILES): Nc1ncnc2[nH]cnc12

Last column: Löwdin charge in e.
Geometry (Å):
N  1.672  1.864  -0.073  0.103
C  1.205  0.599  -0.177  -0.338
N  2.075  -0.470  -0.008  0.108
C  1.492  -1.719  -0.092  -0.175
N  0.170  -2.020  -0.073  0.111
C  -0.594  -0.944  -0.071  -0.276
N  -1.997  -0.741  0.056  0.128
C  -2.264  0.556  -0.099  -0.220
N  -1.226  1.291  -0.057  0.127
C  -0.176  0.341  -0.125  -0.199
H  2.618  2.048  0.550  0.192
H  0.863  2.482  0.090  0.088
H  2.083  -2.574  0.048  0.081
H  -2.638  -1.515  0.148  0.154
H  -3.285  0.802  -0.116  0.116

***

Record 9
Molecular formula: C5H5N5O
Method: DFT, ωB97M-V/def2-TZVPD

Summary:
Electronic energy, Ha: -542.44885
Total charge: 0
Relative energy (zero: lowest compared OMol25 entry of this formula, charge and spin), kJ/mol: 339.6

Last column: Löwdin charge in e.
Geometry (Å):
C  -0.293  2.653  1.044  -0.223
C  1.493  -1.236  1.883  -0.067
C  0.155  0.686  0.381  -0.049
C  0.637  0.841  1.650  -0.322
C  0.214  -0.934  -0.166  -0.128
N  0.255  2.128  2.066  0.137
N  1.346  -0.066  2.355  0.140
N  -0.487  1.839  -0.034  0.103
N  0.936  -1.709  0.649  -0.181
N  -0.407  -1.695  -1.080  0.143
O  1.172  -2.976  0.262  -0.159
H  -0.750  3.626  1.163  0.125
H  2.069  -1.986  2.364  0.123
H  -0.642  2.046  -1.017  0.159
H  -1.180  -1.605  -1.766  0.135
H  0.065  -2.589  -0.822  0.064

***

Record 10
Molecular formula: C5H5N5O4
Method: DFT, ωB97M-V/def2-TZVPD

Summary:
Electronic energy, Ha: -768.14693
Total charge: 0
Relative energy (zero: lowest compared OMol25 entry of this formula, charge and spin), kJ/mol: 0.0
Structure (SMILES): NC(=O)/N=[N+](\[O-])OC(=O)c1ncc[nH]1

Last column: Löwdin charge in e.
Geometry (Å):
N  -3.379  0.351  0.039  0.186
C  -2.324  0.142  -0.827  -0.537
O  -1.952  0.924  -1.687  0.074
N  -1.485  -0.909  -0.507  0.180
N  -1.675  -1.799  0.304  -0.320
O  -2.544  -1.974  1.075  0.130
O  -0.747  -2.774  0.189  0.133
C  0.473  -2.497  -0.384  -0.336
O  1.037  -3.211  -1.188  0.148
C  1.150  -1.238  0.071  -0.278
N  0.881  -0.377  1.060  0.108
C  2.002  0.357  1.240  -0.116
C  2.956  -0.074  0.275  -0.071
N  2.377  -1.049  -0.476  0.111
H  -3.719  -0.447  0.581  0.089
H  -3.879  1.200  -0.045  0.098
H  2.136  0.876  2.192  0.105
H  3.994  0.256  -0.009  0.126
H  2.753  -1.606  -1.241  0.171

***

Record 11
Molecular formula: C5H5NO
Method: DFT, ωB97M-V/def2-TZVPD

Summary:
Electronic energy, Ha: -323.23182
Total charge: 0
Relative energy (zero: lowest compared OMol25 entry of this formula, charge and spin), kJ/mol: 755.8

Last column: Löwdin charge in e.
Geometry (Å):
O  0.180  0.397  2.727  0.066
C  -1.329  -0.138  0.226  0.098
C  -0.599  0.924  -0.574  -0.180
C  0.666  0.015  -0.503  -0.288
C  -0.334  -1.160  -0.289  -0.180
C  1.438  0.284  0.742  0.018
N  0.931  0.365  1.798  -0.121
H  -0.937  0.945  -1.618  0.126
H  -0.594  1.953  -0.194  0.111
H  1.290  -0.028  -1.386  0.114
H  -0.090  -2.018  0.350  0.111
H  -0.622  -1.540  -1.279  0.126

***

Record 12
Molecular formula: C5H5NO
Method: DFT, ωB97M-V/def2-TZVPD

Summary:
Electronic energy, Ha: -323.47118
Total charge: 0
Relative energy (zero: lowest compared OMol25 entry of this formula, charge and spin), kJ/mol: 127.3
Structure (SMILES): N#C/C=C\CC=O

Last column: Löwdin charge in e.
Geometry (Å):
N  0.001  -0.939  3.056  0.147
C  -0.328  -0.213  2.215  -0.226
C  -0.848  0.643  1.186  -0.093
C  -0.793  0.335  -0.110  -0.106
C  0.094  -0.693  -0.737  -0.137
C  1.178  0.114  -1.451  -0.245
O  1.528  1.202  -1.066  0.063
H  -1.316  1.565  1.514  0.111
H  -1.298  0.998  -0.808  0.122
H  -0.414  -1.354  -1.449  0.119
H  0.577  -1.332  0.016  0.123
H  1.618  -0.326  -2.366  0.122